Below is one molecule with the formula C6H12O, with properties calculated with the ωB97M-V functional and the def2-TZVPD basis.

Summary:
Energy   -310.86779 Ha
Multiplicity   1
Energy relative to the best compared isomer or geometry (same formula, charge and spin)   502.72 kJ/mol

CARTESIAN COORDINATES (ANGSTROEM)
C  2.030  -0.359  -0.830
H  -2.047  -0.026  2.431
O  1.444  -1.100  0.369
C  -0.546  0.599  1.013
C  1.406  0.980  -0.611
C  -1.632  -0.363  1.476
H  1.094  -1.900  -0.043
C  0.117  0.308  -0.299
H  -1.041  -1.280  -1.151
H  -0.176  -0.283  -2.337
H  3.121  -0.378  -0.801
H  -1.655  0.329  -1.485
C  -0.727  -0.258  -1.396
H  -2.462  -0.430  0.764
H  1.342  1.550  -1.547
H  1.729  1.652  0.208
H  0.227  0.709  1.777
H  -0.973  1.607  0.861
H  -1.218  -1.366  1.624